C56H46NO2P3TeTi | the ωB97M-V functional and the def2-TZVPD basis

Summary:
**HOMO energy**: -12.32 eV
**Total charge**: +2
**Electronic energy**: -4507.892309 a.u.
**Orbital gap**: 5.641 eV
**Lowest unoccupied orbital energy**: -0.2453 hartree

Structure (XYZ):
```
110
Properties=species:S:1:pos:R:3:forces:R:3:lowdin_charge:R:1
Ti -0.213456 -0.136243 0.721815 -0.19 0.06 0.35 0.94
C -2.527805 1.673979 5.257547 0.00 0.01 0.01 -0.01
C -2.393415 0.844217 4.018707 0.01 0.01 -0.01 -0.22
C -3.186085 1.091585 2.894583 0.01 0.02 0.00 -0.01
C -3.106740 0.291131 1.767196 0.04 -0.01 -0.01 -0.04
C -2.260938 -0.823424 1.776697 0.12 -0.02 -0.08 -0.22
C -1.455498 -1.081818 2.895724 0.07 -0.03 -0.04 -0.11
C -1.499745 -0.227078 3.986937 0.02 -0.01 0.00 0.01
H -3.118150 1.128483 5.997442 0.01 0.01 0.00 0.11
H -3.028638 2.617516 5.055047 0.00 0.00 -0.01 0.07
H -1.554232 1.880684 5.701519 -0.01 -0.01 -0.01 0.09
H -3.881478 1.919624 2.917317 -0.01 0.01 -0.01 0.12
H -3.726713 0.484355 0.900472 -0.02 0.00 -0.01 0.11
H -2.322447 -1.541013 0.960730 0.02 -0.01 0.01 0.07
H -0.836757 -1.971710 2.927250 -0.02 -0.03 0.02 0.10
H -0.872250 -0.424300 4.847332 -0.01 0.00 0.00 0.14
O 1.585718 0.203295 -0.135792 0.11 0.20 -0.09 -0.10
C 1.880025 0.774526 0.965398 -0.17 -0.01 -0.12 -0.55
O 1.267359 0.293923 1.981699 -0.10 -0.07 -0.01 -0.04
C 2.502166 2.112986 0.978572 0.04 -0.07 0.04 -0.14
C 3.865342 2.354304 0.993186 0.02 0.02 0.03 0.01
C 4.306684 3.668529 0.937519 -0.03 0.02 0.00 -0.03
C 3.393309 4.712168 0.845200 0.01 -0.03 0.01 -0.03
C 2.030622 4.455140 0.809211 0.04 0.02 0.02 -0.05
C 1.565307 3.146702 0.886490 0.06 0.09 0.02 -0.29
P -0.221716 2.769023 0.757576 -0.12 -0.22 -0.10 1.13
C -0.971689 3.672360 2.137757 0.06 0.06 0.03 -0.36
C -0.221500 3.944020 3.282826 -0.04 0.04 -0.02 -0.07
C -0.777572 4.673609 4.324285 0.03 0.02 -0.01 -0.06
C -2.079237 5.143563 4.230961 -0.01 -0.01 0.00 -0.06
C -2.841801 4.849858 3.107955 -0.02 -0.01 0.01 -0.07
C -2.296775 4.106434 2.072139 -0.02 -0.05 0.01 -0.13
C -0.654683 3.610350 -0.791030 0.09 0.01 -0.06 -0.36
C -0.096960 3.029262 -1.932163 -0.04 0.07 -0.02 -0.12
C -0.283748 3.605532 -3.177290 0.01 -0.03 0.02 -0.05
C -1.038936 4.765438 -3.294858 -0.02 0.00 -0.01 -0.05
C -1.585253 5.353308 -2.163863 0.00 0.01 -0.02 -0.05
C -1.388141 4.787061 -0.910542 0.02 0.01 0.01 -0.07
H 4.568489 1.533703 1.050332 0.00 0.00 0.00 0.13
H 5.366945 3.880621 0.956962 0.00 -0.01 0.00 0.12
H 3.746585 5.733222 0.793233 0.00 -0.01 -0.01 0.12
H 1.329420 5.276265 0.715419 0.00 -0.02 0.01 0.13
H 0.806124 3.612859 3.357366 0.02 -0.01 -0.01 0.11
H -0.182613 4.892099 5.201325 0.00 0.00 0.00 0.12
H -2.500939 5.734156 5.033620 0.00 0.00 -0.01 0.12
H -3.860718 5.207820 3.033229 0.01 0.00 0.00 0.12
H -2.905263 3.882026 1.204507 -0.01 -0.03 0.00 0.11
H 0.507521 2.132352 -1.849638 0.02 -0.02 0.01 0.08
H 0.162026 3.147237 -4.050270 0.00 0.01 0.00 0.10
H -1.190566 5.218305 -4.265754 0.00 0.00 0.00 0.12
H -2.158477 6.266770 -2.250951 0.01 0.00 0.00 0.12
H -1.789258 5.286082 -0.040379 0.01 0.00 0.00 0.10
Te -0.325528 -4.104781 -2.666151 0.10 0.11 0.01 1.30
C 1.737322 -4.338504 -3.094916 -0.05 -0.04 0.05 -0.57
C 2.410562 -3.425880 -3.895627 -0.05 0.00 -0.11 -0.14
C 3.792342 -3.525724 -3.995380 -0.08 -0.04 0.03 -0.14
N 4.506086 -4.458283 -3.369734 0.08 -0.02 -0.01 0.08
C 3.848856 -5.357837 -2.644941 -0.06 0.03 -0.04 -0.13
C 2.469028 -5.339322 -2.472870 -0.03 -0.04 -0.01 -0.13
C -0.088333 -2.491995 -1.334417 -0.27 -0.40 -0.07 -0.99
P -0.629691 -0.903792 -1.646336 0.14 0.18 0.17 0.86
C 0.052191 -0.197882 -3.152515 0.02 -0.05 -0.05 -0.35
C 1.444085 -0.132230 -3.264113 -0.04 0.03 0.01 -0.11
C 2.020675 0.313943 -4.441326 0.02 0.02 0.00 -0.06
C 1.217724 0.663704 -5.521294 0.01 0.00 0.00 -0.05
C -0.163341 0.572099 -5.422708 0.00 -0.01 0.00 -0.06
C -0.749962 0.150760 -4.238068 0.00 -0.01 -0.01 -0.07
C -2.420420 -0.611140 -1.696830 0.08 -0.07 -0.01 -0.37
C -2.913768 0.682761 -1.893443 0.00 0.04 0.05 -0.10
C -4.282245 0.907390 -1.906660 0.01 0.00 0.02 -0.06
C -5.162674 -0.150513 -1.711288 0.00 -0.01 0.00 -0.05
C -4.676188 -1.436399 -1.505755 0.00 0.00 -0.01 -0.04
C -3.308150 -1.667439 -1.498781 -0.05 0.00 0.02 -0.09
P 0.388971 -2.594108 0.322500 -0.15 0.20 -0.06 0.90
C 2.172157 -2.655344 0.604748 0.03 -0.02 -0.05 -0.37
C 2.681533 -2.608017 1.903229 0.01 0.01 0.02 -0.11
C 4.050731 -2.603058 2.108886 0.01 -0.01 0.02 -0.06
C 4.917825 -2.649103 1.021840 -0.02 0.01 -0.02 -0.05
C 4.414425 -2.686023 -0.270969 0.02 0.02 0.04 -0.05
C 3.041658 -2.677577 -0.481166 -0.04 0.04 -0.07 -0.08
C -0.313290 -4.036168 1.168389 0.34 -0.18 0.00 -0.35
C -1.689687 -4.249394 1.251813 -0.13 0.10 -0.11 -0.10
C -2.190558 -5.412359 1.809585 -0.02 -0.03 0.02 -0.05
C -1.324679 -6.392890 2.276402 0.01 0.01 -0.01 -0.05
C 0.044870 -6.208082 2.172959 -0.03 0.00 -0.01 -0.05
C 0.549971 -5.039115 1.623109 -0.07 0.07 0.07 -0.07
H 1.881816 -2.643231 -4.424728 0.01 -0.03 0.01 0.09
H 4.349092 -2.821897 -4.604691 0.01 0.00 0.00 0.11
H 4.448356 -6.122252 -2.163413 0.01 0.01 0.00 0.12
H 1.990538 -6.082904 -1.848103 0.00 0.02 0.00 0.10
H 2.070150 -0.442254 -2.437609 0.01 0.01 0.01 0.10
H 3.098246 0.372785 -4.524532 -0.01 0.00 0.00 0.12
H 1.672222 0.995092 -6.445999 0.00 0.00 0.01 0.12
H -0.787254 0.819654 -6.271260 0.00 0.00 0.00 0.12
H -1.826909 0.070239 -4.177206 0.01 0.00 -0.01 0.11
H -2.230999 1.509686 -2.059995 -0.01 0.00 0.01 0.09
H -4.662293 1.906301 -2.078269 0.00 -0.01 0.00 0.12
H -6.230286 0.025568 -1.729171 0.01 -0.01 0.00 0.12
H -5.362856 -2.261395 -1.369580 0.00 0.01 0.00 0.12
H -2.927936 -2.672462 -1.350201 0.02 0.00 -0.02 0.08
H 2.013812 -2.585003 2.758067 -0.01 0.00 -0.01 0.12
H 4.444031 -2.575070 3.116563 0.00 0.00 0.00 0.11
H 5.987159 -2.662023 1.187621 0.00 0.00 -0.01 0.11
H 5.084266 -2.737847 -1.119740 0.00 0.01 0.01 0.11
H 2.647223 -2.697932 -1.492559 0.07 0.04 0.19 0.07
H -2.398608 -3.533993 0.850651 0.08 0.03 0.00 0.09
H -3.260458 -5.560851 1.869789 0.00 0.00 -0.01 0.12
H -1.719564 -7.304654 2.704132 0.00 0.01 0.00 0.12
H 0.725027 -6.977711 2.512373 0.00 0.01 0.00 0.12
H 1.619270 -4.916412 1.539128 0.03 -0.01 -0.01 0.10
```
Forces are in eV/Å.